Record 1
A structure of composition C21H20AsMoN3O8S2. Source: the OMol25 dataset; level of theory: ωB97M-V/def2-TZVPD.

Output
lowest unoccupied orbital energy (spin up / spin down): -0.78 / -1.42 eV
E_HOMO (spin up / spin down): -8.72 / -9.20 eV
frontier orbital gap (spin up / spin down): 7.9 / 7.8 eV
E_tot: -127320.321 eV
F_max: 0.4 eV/A
spin multiplicity: 3

Geometry (Å):
Mo 0.80582 0.10023 0.05650
As 2.73002 0.83562 1.65175
S 2.37255 -1.93813 -0.85720
S -1.86713 2.36654 3.13139
O 3.20836 -2.27469 0.27113
O 0.89028 -1.93279 -0.39166
O 2.46530 -0.42128 -1.10077
O 1.30089 1.96182 -0.81483
O 1.92180 2.82684 -2.77880
O 1.47253 2.27530 -5.31461
O 2.53970 -2.68764 -2.05685
O 0.36179 0.71177 -6.43154
N -0.18838 0.14285 -1.94699
N -0.74333 -0.78736 -2.72467
N -0.75582 1.41720 1.00905
C 4.35038 1.14362 0.65382
C 1.30027 2.01864 -2.10333
C -2.76480 4.98458 0.19196
C -0.97520 1.16308 2.27978
C 0.27426 -0.83257 1.94697
C 0.25438 0.60393 -4.09724
C -0.50612 -0.54691 -4.02017
C -1.48706 3.12163 -0.67695
C -0.76514 -0.48363 4.14598
C 0.70977 -2.08051 2.39888
C 0.44754 0.98195 -2.75950
C 3.29083 -0.26678 3.13653
C -2.16847 4.30603 -0.87184
C -0.47994 -0.06127 2.84573
C -2.71288 4.46539 1.46925
C -2.02919 3.27184 1.66009
C 2.31942 2.55709 2.45543
C 0.40929 -2.51775 3.68043
C -0.31404 -1.71884 4.56347
C 0.70309 1.20433 -5.38731
C -1.38602 2.60170 0.61315
H 1.47707 2.44789 3.13830
H -3.19178 4.96939 2.29791
H 3.55476 -1.24412 2.73656
H 5.09256 1.62653 1.28857
H 1.29799 -2.70824 1.74518
H -1.16260 -1.59996 -2.29968
H 3.17696 2.94441 3.00368
H 4.71176 0.17910 0.30405
H -2.24302 4.71467 -1.87057
H 2.47428 -0.36792 3.84931
H -1.35167 0.13825 4.81326
H -1.05765 2.59573 -1.51036
H -0.87399 -1.18159 -4.80790
H 1.67259 2.54007 -4.37890
H 0.75230 -3.49353 4.00121
H 2.05079 3.24414 1.65404
H 4.11465 1.77277 -0.20207
H 4.15359 0.18769 3.62270
H -3.28698 5.91420 0.01100
H -0.53082 -2.06864 5.56403



Record 2
A structure of composition C21H20CaClN7O3S3. Source: the OMol25 dataset; level of theory: ωB97M-V/def2-TZVPD.

Output
lowest unoccupied orbital energy: 3.67 eV
total charge: -2
E_HOMO: -2.16 eV
frontier orbital gap: 5.8 eV
E_tot: -102147.074 eV
F_max: 0.3 eV/A
energy relative to the best compared isomer or geometry (same formula, charge and spin): 4.45 kJ/mol

Geometry (Å):
Ca 1.08883 -0.55206 1.19222
Cl 1.01853 1.34772 3.11321
S -0.52774 -2.84695 1.89278
S -2.96710 1.46632 -0.72500
S 2.46657 -2.93407 1.82600
O 3.01964 0.23285 0.19102
O 0.43091 1.15825 -0.39309
O -2.85942 0.14499 -1.39538
N 3.27842 -2.28212 -1.40342
N 0.95904 -1.82637 -1.38989
N 0.92180 -0.59570 -3.22748
N -1.28773 -6.51656 1.78540
N 2.17253 -0.96664 -3.01117
N 2.14639 -1.68482 -1.92968
N 2.99195 -6.64579 1.64965
C -2.33522 0.92678 3.74931
C 3.34832 1.39563 -0.20502
C 5.14061 3.04126 -0.52862
C -1.91327 0.74508 5.17718
C -4.74229 1.82909 -0.69948
C 0.24554 2.80093 -2.05526
C 0.20360 -1.12258 -2.23218
C 2.07241 -5.94768 1.70136
C -2.55836 -0.17812 2.93693
C 4.26298 3.92477 -1.18181
C -2.37302 2.19825 3.18172
C -2.79173 1.24071 1.03360
C 1.04266 2.01821 -1.02806
C -2.59062 2.36160 1.82684
C 0.89635 -5.14902 1.74598
C 2.45540 2.31844 -0.85151
C -2.77470 -0.03239 1.57256
C 2.95382 3.54230 -1.33636
C -0.32595 -5.87655 1.75628
C 4.70687 1.83147 -0.06561
C 0.93765 -3.75164 1.80765
H -5.05107 1.97124 -1.73453
H -2.89108 -0.89664 0.92929
H 2.27159 4.22126 -1.83269
H -2.32609 -0.16897 5.60469
H -0.85439 -0.97199 -2.08895
H -0.66754 2.24790 -2.25694
H -0.82247 0.67173 5.19197
H -5.25990 0.97938 -0.25676
H 6.17992 3.32157 -0.38930
H 0.80489 2.94561 -2.97780
H -2.15796 3.06240 3.79881
H 5.37833 1.14734 0.43889
H 2.98576 -2.70079 -0.50754
H -2.20962 1.59323 5.79714
H -2.49459 -1.17509 3.35415
H -2.54948 3.34934 1.37973
H 3.89924 -1.51421 -1.15737
H -4.91630 2.73460 -0.11968
H 4.60795 4.88295 -1.54843
H -0.02057 3.78113 -1.65099



Record 3
An isolated molecule of C21H20Cl2N2O4. Source: the OMol25 dataset; level of theory: ωB97M-V/def2-TZVPD.

Output
lowest unoccupied orbital energy: 0.03 eV
structure (SMILES): CC[C@@H]1C(CC(N)=O)=C2C(OCC(=O)O)=CC=CN2/C1=C\c1cccc(Cl)c1Cl
E_HOMO: -6.84 eV
frontier orbital gap: 6.9 eV
E_tot: -58312.819 eV
F_max: 6.1 eV/A

Geometry (Å):
Cl 1.88490 4.88149 -2.57523
Cl -0.04262 6.57866 -4.01977
O -0.87406 -2.51511 1.98674
O -3.40353 -4.23674 4.30432
O -1.86190 -2.62881 4.59803
O 3.24296 -0.32842 3.02409
N 1.48933 -1.34832 3.81256
N -0.25930 0.51299 -0.19750
C 2.03318 0.09094 -0.51041
C -2.13257 3.12296 -3.45048
C -0.03681 -0.60447 0.58047
C 0.12751 2.84607 -2.53345
C -2.11782 -3.34586 2.43792
C -2.33875 0.78808 0.85183
C -1.09454 2.26346 -2.89129
C 0.84782 0.95057 -0.86051
C 0.44916 4.13443 -2.91416
C 2.43927 -1.18864 2.80174
C 2.18667 -1.75802 1.41289
C 2.77387 -0.66003 -1.64030
C 1.33202 -0.78159 0.61214
C -0.50769 4.95360 -3.54685
C 1.95499 -1.84839 -2.14008
C -1.80312 4.40195 -3.88899
C 1.11866 1.95257 -1.81558
C -1.36570 1.28101 0.02597
C -2.43963 -3.36337 3.86856
C -2.12384 -0.52327 1.62062
C -0.99749 -1.26057 1.48362
H 2.80071 0.60080 0.02412
H 0.89143 -1.56450 -2.00192
H 0.65257 -1.89928 3.56989
H -3.01645 2.68713 -3.89028
H 2.18722 -2.81942 -1.51925
H -1.99125 -4.48608 2.24515
H -2.55214 5.05039 -4.37250
H 1.62994 -1.14638 4.76291
H 3.74369 -1.06999 -1.23348
H 2.22948 2.03873 -2.01442
H 1.68114 -2.66736 1.58673
H -1.28399 1.26596 -2.66075
H -1.41952 2.29431 -0.45756
H -3.23539 -4.20747 5.28046
H -2.88179 -2.87571 1.72995
H 2.07980 -2.02301 -3.14088
H -2.96741 -0.91239 2.18669
H 3.14734 -2.09294 0.89143
H -3.23554 1.39320 0.95770
H 3.05922 0.06689 -2.38089



Record 4
A structure of composition C21H20Cl3F12GeNO5S2SeV. Source: the OMol25 dataset; level of theory: ωB97M-V/def2-TZVPD.

Output
lowest unoccupied orbital energy (spin up / spin down): -2.23 / -1.40 eV
E_HOMO (spin up / spin down): -7.98 / -7.98 eV
frontier orbital gap (spin up / spin down): 5.7 / 6.6 eV
E_tot: -273222.111 eV
F_max: 0.7 eV/A
spin multiplicity: 2
energy relative to the best compared isomer or geometry (same formula, charge and spin): 123.80 kJ/mol

Geometry (Å):
Se 0.92374 2.84490 2.64210
Ge -0.68496 5.35168 1.16656
V 0.21490 -2.10419 0.58273
Cl -4.43982 -3.14405 -0.25065
Cl 2.30725 -1.39569 2.20245
Cl -1.02524 1.05254 0.18931
S 0.12811 -1.67186 -1.56866
S -1.88167 -1.91206 1.10318
F 0.79617 -1.63498 -4.52359
F 0.65846 -7.29413 1.37121
F 0.78093 -5.53654 2.62100
F 2.21144 -6.52570 -0.78774
F -0.60261 -6.79181 -0.99703
F -1.55309 -4.86651 -0.72158
F 2.03614 -3.17868 -3.65642
F 0.12889 -5.05194 -2.05272
F 2.86493 -1.80822 -5.10886
F 2.84964 -5.37836 0.93039
F 2.44433 -4.37992 -0.93708
F -1.09596 -6.07265 1.71079
O 2.59464 -2.05668 0.94508
O 0.92355 -0.79857 1.92332
O 0.40366 -3.85002 0.66918
O 2.13616 -2.34461 3.23710
O 3.21274 -0.36794 2.51386
N 1.97072 0.06146 -0.84469
C 1.66351 -0.80418 -1.79713
C -2.52288 4.69536 1.33949
C -2.43438 0.30786 -0.47322
C 2.02888 -1.90032 -4.06135
C 0.44697 4.74101 2.65448
C 2.42730 -0.95438 -2.95861
C -3.18830 1.02002 -1.39103
C 0.09825 4.73605 -0.51520
C -2.79104 -0.97988 -0.08731
C -0.69345 2.17204 3.47976
C -0.38438 -5.48253 -0.89895
C -4.70081 -0.83582 -1.58198
C 3.57704 -0.18970 -3.07911
C 0.22667 -6.04556 1.52485
C 0.57283 -5.15203 0.29021
C -4.32005 0.44654 -1.94280
C 3.91627 0.69278 -2.06780
C -0.71931 7.31173 1.21113
C 2.05485 -5.37348 -0.13926
C -3.93905 -1.53942 -0.66381
C 3.07970 0.78487 -0.96981
H -0.61318 1.08608 3.49366
H -1.12832 7.67054 2.15640
H 0.20626 3.65042 -0.50912
H -2.56484 3.61074 1.25943
H 1.39561 5.27847 2.60889
H -3.13710 5.12220 0.54407
H 1.08285 5.18020 -0.66513
H 4.80540 1.30287 -2.13589
H -1.57041 2.45606 2.90323
H -2.87500 2.01743 -1.66656
H 4.19416 -0.28424 -3.96086
H 0.00632 4.97131 3.62541
H -1.33880 7.70320 0.40307
H -0.76929 2.54675 4.49802
H -2.95616 4.99075 2.29596
H -0.53463 5.01853 -1.35762
H -5.57702 -1.30269 -2.00824
H 3.29485 1.46335 -0.15237
H 0.28546 7.72028 1.09761
H -4.90781 1.00129 -2.66170